{"formula": "C24H42O15S3", "method": "the ωB97M-V functional and the def2-TZVPD basis", "lumo_ha": 0.0085, "e_above_lowest_ev": 0.3697, "total_energy_ev": -88776.8056, "total_charge": 0, "largest_force_ev_per_a": 8.640, "molar_mass_da": 666.79, "species": ["C", "C", "C", "O", "C", "O", "O", "H", "H", "H", "H", "H", "H", "C", "C", "C", "O", "C", "O", "O", "H", "H", "H", "H", "H", "H", "C", "C", "C", "O", "C", "O", "O", "H", "H", "H", "H", "H", "H", "C", "C", "C", "S", "O", "O", "C", "H", "H", "H", "H", "H", "H", "H", "H", "C", "C", "C", "S", "O", "O", "C", "H", "H", "H", "H", "H", "H", "H", "H", "C", "C", "C", "S", "O", "O", "C", "H", "H", "H", "H", "H", "H", "H", "H"], "positions_angstrom": [[4.1048, -5.5744, 2.5582], [3.1296, -4.4460, 2.3472], [2.4283, -3.9511, 3.5533], [2.9766, -2.7051, 3.6428], [3.6233, -2.3488, 2.6212], [3.9870, -1.1945, 2.3304], [3.7519, -3.3896, 1.6985], [4.9625, -5.3880, 3.3195], [4.6223, -5.9488, 1.7095], [3.6694, -6.4987, 2.4395], [2.4025, -4.6609, 1.7020], [2.5361, -4.6714, 4.2997], [1.2927, -3.9865, 3.4541], [0.5466, 2.4460, 1.6713], [1.4140, 2.4037, 2.9077], [0.8861, 2.7278, 4.3800], [1.4223, 1.7513, 5.1444], [2.0305, 0.9224, 4.4045], [2.6386, -0.0511, 4.9117], [2.0291, 1.1868, 3.0690], [0.0268, 1.4777, 1.5298], [1.1209, 2.6952, 0.8512], [-0.1988, 3.0786, 1.7287], [2.2260, 3.2238, 2.7321], [-0.2996, 2.5059, 4.3501], [1.0790, 3.7982, 4.7489], [2.4960, -2.4870, -2.0670], [1.5516, -1.6260, -1.2826], [2.0873, -0.3050, -0.7196], [1.0398, 0.6454, -0.9533], [0.3094, 0.1948, -1.8407], [-0.5928, 0.7747, -2.4342], [0.5259, -1.1081, -2.1227], [1.9766, -3.2257, -2.5944], [3.1030, -2.8690, -1.3187], [2.9884, -1.8899, -2.8687], [1.2408, -2.3200, -0.5398], [2.9776, -0.1101, -1.2821], [2.1173, -0.4480, 0.3770], [-3.4659, -0.8613, -5.2329], [-4.4632, -1.4554, -4.1972], [-5.4773, -0.5251, -3.9688], [-4.8308, 1.1300, -3.9974], [-4.7532, 1.6305, -2.6731], [-5.5318, 1.9200, -5.0446], [-3.2769, 0.6571, -4.6449], [-3.7909, -0.8308, -6.3388], [-2.5073, -1.2792, -5.1165], [-4.1063, -1.6142, -3.1866], [-4.9036, -2.4734, -4.4108], [-6.1709, -0.6427, -3.1498], [-6.2018, -0.4536, -5.0225], [-2.2492, 0.7118, -4.0784], [-3.1821, 1.5187, -5.4136], [0.7605, 4.1053, -1.8399], [0.7347, 4.7870, -3.1788], [-0.4428, 5.8710, -3.1538], [-0.6319, 6.2529, -1.4784], [-1.9540, 5.8486, -1.0896], [-0.0281, 7.5542, -1.3255], [0.5146, 5.1655, -0.6848], [1.6751, 3.6998, -1.6579], [0.1503, 3.1432, -1.8169], [0.6879, 4.0383, -3.9545], [1.8127, 5.1938, -3.3190], [-1.4006, 5.6078, -3.6912], [-0.1291, 6.7201, -3.6014], [-0.1391, 4.7971, 0.2039], [1.4167, 5.7359, -0.3418], [-0.5955, -1.3844, 3.4525], [-1.9826, -2.2551, 3.7028], [-1.9003, -3.4815, 2.6793], [-1.1148, -2.8920, 1.2347], [-2.1464, -2.4607, 0.4020], [-0.2103, -4.0061, 0.9017], [-0.3192, -1.4855, 1.9617], [0.1495, -1.7138, 3.9493], [-0.7012, -0.3380, 4.2167], [-2.7647, -1.8438, 3.2333], [-2.3560, -2.7615, 4.5477], [-2.8202, -3.8755, 2.4534], [-1.1705, -4.1555, 3.0728], [-0.9949, -0.6481, 1.5467], [0.5818, -1.2797, 1.5923]], "atomic_forces_ev_per_a": [[2.2236, 1.4062, 0.8951], [2.0990, -2.4898, -0.3024], [-2.2704, -1.2038, -1.4134], [-1.2139, 1.3176, 4.4953], [2.6393, 4.5553, -5.4842], [-0.8163, -3.4610, 1.1228], [0.4417, 2.7827, 1.8367], [-1.9944, -0.6404, -0.8191], [1.3669, 1.6033, -1.9417], [-2.0818, -2.5205, 2.2262], [-2.8599, -2.0597, -2.7598], [1.1152, -0.2966, 2.1847], [1.2029, 0.9261, -0.3537], [1.4287, -4.2881, 1.7398], [1.2179, 4.3779, 0.2634], [-4.8395, 2.1475, -2.7115], [-0.3887, 1.2701, 2.2390], [5.1530, -6.9071, 0.6233], [-2.1691, 2.8577, -2.0636], [0.1284, -1.3061, 1.4139], [0.5493, 0.2349, -0.0747], [1.1810, 0.1660, -1.8319], [-3.6741, 3.6664, 0.5900], [-0.9382, -1.4027, 0.2096], [2.3085, 0.9960, 0.2561], [-0.1518, -1.8137, -0.5260], [-0.0686, 2.8842, -1.4234], [0.1400, 0.6333, -1.1561], [-0.3288, -1.9136, 1.8424], [3.5678, 1.7736, 3.1650], [-5.8079, -1.5143, -5.2828], [1.4330, -0.1337, 0.9795], [-0.3384, -0.5062, -0.0254], [-0.9313, -1.3913, -0.3911], [1.8990, -1.0853, 0.8320], [0.2409, -0.3518, 0.7790], [-1.3987, -0.1318, 0.9681], [0.6733, 0.9537, 0.3113], [1.1123, 0.7400, -0.6042], [-1.0784, 2.4551, 0.2699], [1.7655, -3.5838, -0.3113], [-6.3033, 3.0258, -4.0828], [-1.2080, 0.6048, -1.8321], [0.0729, 0.7780, 1.4506], [1.2126, -1.3159, 1.8084], [2.8658, 0.5358, -2.3111], [0.1900, -0.2885, 1.9390], [1.0659, -0.8344, -0.2746], [1.5924, -0.1698, 0.0512], [0.5736, 1.0113, -0.3866], [0.0852, -0.1052, 0.3415], [1.6665, -0.2251, 2.9194], [-2.5848, -0.0959, -0.1278], [0.1168, -1.7823, 0.6322], [-2.2768, -0.7332, 1.5620], [1.0895, 1.1217, -0.2179], [0.0835, -3.8401, -1.2089], [0.4508, 0.5385, 0.6799], [-0.3381, 0.6124, 0.3940], [-0.8712, 0.7778, 0.3911], [-1.2154, -1.5609, 0.4030], [3.0178, -1.0042, 0.3279], [-0.1824, 1.6706, 0.2103], [-0.5870, -0.0586, -0.3790], [-2.0109, 0.2716, 0.0693], [0.9922, -0.3168, 1.0559], [1.1200, 2.8274, -1.3545], [1.5385, 0.3732, -1.4568], [-0.8558, -0.6325, -0.5048], [-6.4361, 2.3571, 1.0440], [3.7135, -2.0607, -2.6468], [3.0373, 2.1717, 2.1460], [1.5406, -3.7049, 2.8510], [-1.7511, 1.2954, -2.9892], [-0.0645, 1.8906, -0.6465], [-5.3798, 3.0557, 0.4904], [5.1214, -3.2280, 3.4762], [-0.0188, -2.1420, -3.3554], [-2.9711, 2.9381, -0.9968], [0.4448, 0.3497, 1.9373], [-2.0629, -1.1080, -0.5431], [-0.0004, -1.0172, 0.2892], [0.9983, -1.1444, 0.0427], [3.9919, 0.4150, -0.9647]], "mulliken_charge": [-1.63, 0.25, 0.42, -0.25, 0.66, -0.58, -0.36, 0.25, 0.43, 0.49, 0.38, 0.48, -0.54, -1.48, 0.40, -0.44, -0.26, 0.45, -0.59, -0.08, -0.07, 0.35, 1.02, 0.13, 0.28, 0.30, -1.94, 1.46, -0.01, -0.17, 0.72, -0.65, -0.45, 0.42, 0.47, 0.40, -0.54, 0.42, -0.22, -0.65, -0.39, -0.78, 1.15, -0.61, -0.69, -0.07, 0.25, 0.37, 0.18, 0.33, 0.47, 0.26, -0.09, 0.32, -0.49, -0.83, -0.73, 1.20, -0.66, -0.71, -0.37, 0.68, 0.01, 0.41, 0.28, 0.35, 0.43, 0.07, 0.38, -0.53, -1.18, -0.93, 1.22, -0.64, -0.68, 0.89, 0.40, 0.08, 0.42, 0.47, 0.68, 0.33, 0.30, -0.88]}